The following is a quantum chemistry calculation of C23H29AsBBrCrF4NO7SSb2 as an isolated structure, from the Open Molecules 2025 dataset.

Values from the calculation:
**E_HOMO (alpha / beta)**: -8.81 / -8.81 eV
**Molecular weight**: 1000.70 g mol⁻¹
**Maximum force**: 1.0 eV Å⁻¹
**E_tot**: -234910.7299 eV
**Multiplicity**: 4
**Gap between HOMO and LUMO (alpha / beta)**: 7.44 / 8.86 eV
**Energy above the lowest of the compared OMol25 structures with the same formula, charge and spin**: 32.4 kcal/mol
**Lowest unoccupied orbital energy (alpha / beta)**: -1.4 / 0.1 eV

Last column: Mulliken spin population.
Positions of all 71 atoms, in Å:
O (0.5296, -0.4614, -1.7581)  0.00
C (-1.1748, -3.3484, 1.6495)  -0.02
H (-0.6823, -0.0613, -4.6600)  0.00
H (0.8426, -1.3704, 4.8784)  0.00
H (2.6288, 2.5195, 4.4669)  0.00
H (-1.7782, -2.8278, 2.3921)  0.00
N (0.9598, 0.6719, 2.1994)  -0.03
C (1.6058, 1.6868, 2.7804)  0.01
C (-4.4319, -1.5784, 1.0767)  0.00
C (4.3513, 0.2910, -4.9769)  0.00
H (2.1672, -0.3070, 6.5185)  0.00
H (-2.8948, 2.6560, 1.7382)  0.00
C (2.0934, 1.6736, 4.0671)  0.00
H (-1.7293, -4.2061, 1.2736)  0.00
H (2.2670, 0.2084, -5.4678)  0.00
F (2.1510, -1.6506, 1.2825)  0.03
H (4.6685, 0.0158, -5.9736)  0.00
O (2.3617, 0.5339, 6.0866)  0.00
H (0.1266, 3.9853, -0.8327)  0.00
C (4.8850, 0.8720, -2.7125)  0.00
H (-6.4164, 0.9535, 2.1108)  0.00
C (-3.0657, 1.2397, -1.0760)  -0.01
H (5.6132, 1.0714, -1.9388)  0.00
O (1.6310, 1.8748, -0.9847)  0.00
C (5.2898, 0.4990, -3.9831)  0.00
As (0.6907, 0.6500, -3.0662)  0.01
H (-4.2607, -2.6357, 1.2427)  0.00
C (-0.9363, 3.7798, -0.7459)  -0.02
O (3.9131, 2.8274, -0.6590)  0.00
O (-0.4259, 1.8544, -2.9009)  0.00
C (1.0908, -0.4851, 4.3105)  0.00
C (0.6854, -0.3747, 3.0024)  0.02
H (-0.3359, -2.8292, -2.4605)  0.00
Sb (-0.7243, -2.0806, 0.0223)  -0.04
F (4.0008, -2.9486, 0.8790)  0.00
F (2.5879, -2.3436, -0.8446)  0.00
H (-5.0967, 2.1323, 0.4037)  0.00
Cr (0.8572, 0.1158, 0.0293)  3.15
H (-5.9675, -1.4520, 2.5648)  0.00
C (2.5751, 0.7695, -3.4227)  0.02
C (-5.4002, -0.9182, 1.8146)  0.00
H (-2.8461, 0.7457, -2.0209)  0.00
C (-3.9102, 0.4383, -0.1293)  0.01
H (-2.1745, 1.1324, 2.2746)  0.00
F (1.8888, -3.8445, 0.7440)  0.00
H (-3.5295, 2.2013, -1.2971)  0.00
Sb (-1.2037, 1.7808, -0.1821)  -0.10
H (6.3432, 0.3857, -4.2000)  0.00
C (-2.7034, -1.7148, -0.7101)  -0.02
C (2.9978, 0.4136, -4.7005)  0.00
C (-1.9682, 2.0860, 1.7903)  -0.02
C (-5.6500, 0.4229, 1.5626)  0.00
C (-0.2792, -3.3984, -1.5347)  -0.01
C (-3.6842, -0.9262, 0.0979)  -0.01
C (1.8556, 0.5455, 4.8408)  0.00
H (-0.2339, -3.6813, 2.0792)  0.00
O (0.2385, -0.2901, -4.4727)  0.00
H (-1.2327, 2.6400, 2.3681)  0.00
O (3.2069, 0.6052, 0.1805)  0.04
H (-2.5290, -1.2833, -1.6975)  0.00
B (2.7097, -2.7249, 0.4835)  0.01
C (3.5341, 1.0138, -2.4369)  0.00
H (-1.0302, -4.1892, -1.5149)  0.00
C (-4.9081, 1.0834, 0.5981)  0.00
H (-1.4027, 4.4138, 0.0079)  0.00
H (0.7176, -3.8009, -1.4003)  0.00
H (0.1213, -1.1801, 2.5613)  -0.01
Br (1.7875, 3.2908, 1.8134)  0.00
S (3.1195, 1.6538, -0.8377)  -0.01
H (-1.4005, 3.9031, -1.7221)  0.00
H (-3.0868, -2.7250, -0.8716)  0.00

***

The following is a quantum chemistry calculation of C23H29Br2N6 as an isolated structure, from the Open Molecules 2025 dataset.

Values from the calculation:
**E_HOMO**: -9.70 eV
**Molecular weight**: 549.34 g mol⁻¹
**Total charge**: +1
**Maximum force**: 4.2 eV Å⁻¹
**E_tot**: -173333.7108 eV
**Gap between HOMO and LUMO**: 4.16 eV
**Lowest unoccupied orbital energy**: -5.5 eV

Last column: Löwdin charge in e.
Positions of all 60 atoms, in Å:
C (2.8547, 1.7953, -5.5923)  -0.14
C (-1.2350, -0.7408, 0.2077)  -0.15
C (-4.0851, 5.8781, 6.2392)  -0.11
C (1.0168, -1.6712, -2.9396)  -0.03
C (2.4651, 2.3574, -3.4606)  -0.18
C (2.9856, -6.0600, -1.6273)  -0.12
H (-3.4555, 4.1085, 3.6669)  0.13
H (3.1457, 3.8318, -6.3270)  0.10
H (2.9785, 1.1264, -6.4297)  0.11
C (2.8733, -2.0072, -1.2637)  -0.04
H (4.9267, -6.0079, -2.4234)  0.12
C (0.3412, -0.6768, 0.5453)  -0.70
H (-4.2096, -2.1197, 2.9333)  0.09
C (3.6974, -1.7383, -0.0081)  -0.09
H (2.7628, -4.1421, -4.0532)  0.19
H (2.2409, -6.4855, -2.3808)  0.09
C (-4.6786, 3.8862, 5.3829)  -0.15
N (2.4635, -3.3588, -3.4423)  0.09
N (-4.4145, 1.1302, 2.7780)  0.00
H (-1.7210, 0.2563, 0.4342)  0.08
C (-3.7672, 0.0030, 3.2097)  -0.15
H (-5.0885, 2.9141, 5.1544)  0.10
H (2.4437, 0.3413, -4.1102)  0.11
C (3.1361, -3.0790, -2.2751)  -0.07
H (-5.5361, 4.5310, 7.2858)  0.09
H (-2.7152, 6.3383, 4.5350)  0.11
H (2.4095, -5.3445, -0.9678)  0.09
H (5.3282, -3.6524, -2.4519)  0.15
C (4.4929, -1.2504, 0.7902)  0.15
C (2.6867, 3.5179, -4.1573)  -0.10
H (3.3392, -6.9134, -0.9724)  0.10
Br (2.4128, 1.3528, -0.2526)  0.78
N (1.3966, -2.6599, -3.7917)  0.10
H (0.6655, -1.7409, 0.7302)  0.10
H (0.2368, 0.5428, -1.3016)  0.11
H (-1.3970, -0.9333, -0.9078)  0.08
C (-4.4687, -1.0863, 2.7589)  -0.12
N (2.5642, 1.3116, -4.3430)  -0.01
C (1.6251, -1.1720, -1.6419)  -0.07
H (-4.1198, 2.0738, 2.9586)  0.11
H (-6.1775, 1.5203, 1.6398)  0.11
C (-5.5267, 0.7712, 2.0633)  -0.13
C (2.9333, 3.1614, -5.5084)  -0.10
C (-3.4179, 5.7053, 5.0539)  -0.14
C (-5.5847, -0.5988, 2.0311)  -0.11
N (-3.7874, 4.4926, 4.5344)  -0.01
H (-4.0073, 6.7381, 6.8865)  0.09
C (1.0731, -0.0062, -0.7517)  -0.63
H (0.0737, -1.1165, -3.2572)  0.15
C (-4.8840, 4.7246, 6.4479)  -0.11
H (-2.8652, 0.0742, 3.7979)  0.10
H (4.5556, -4.0997, -0.8363)  0.13
C (4.3740, -4.0436, -1.9667)  -0.15
N (4.0829, -5.4312, -2.4144)  -0.15
H (2.2446, 2.1844, -2.4150)  -0.03
Br (0.5053, 0.4607, 2.1702)  0.64
H (5.2552, -0.7652, 1.4650)  0.10
H (2.6740, 4.5143, -3.7423)  0.10
H (-1.7729, -1.5559, 0.7725)  0.09
H (-6.3456, -1.1863, 1.5405)  0.09

***

The following is a quantum chemistry calculation of C23H29CeFeI2NO3S3 as an isolated structure, from the Open Molecules 2025 dataset.

Values from the calculation:
**E_HOMO (alpha / beta)**: -19.55 / -19.45 eV
**Molecular weight**: 913.46 g mol⁻¹
**Total charge**: +4
**Maximum force**: 14.4 eV Å⁻¹
**E_tot**: -127926.7398 eV
**Multiplicity**: 7
**Gap between HOMO and LUMO (alpha / beta)**: 5.79 / 4.00 eV
**Lowest unoccupied orbital energy (alpha / beta)**: -13.8 / -15.4 eV

Last column: Mulliken spin population.
Positions of all 63 atoms, in Å:
H (-0.0195, 3.7712, -2.7375)  0.00
C (1.8425, 2.9379, 2.9123)  0.03
H (-2.9566, 4.2637, 2.2119)  0.00
C (-0.7843, -4.7305, -0.5925)  0.02
H (-3.3977, -5.0837, -1.2176)  0.00
H (1.9498, -0.0002, 4.6380)  0.00
C (0.6647, 1.7680, -3.1132)  -0.02
C (-3.3222, 1.3279, 3.8811)  0.19
N (0.5481, 0.9122, 0.8362)  0.02
H (-1.8201, -4.6867, -3.9252)  0.00
O (2.4485, -4.5500, -1.6544)  0.00
S (-1.0620, -2.4527, -2.3096)  -0.05
C (3.0077, -1.1456, -2.4516)  -0.02
I (-2.7613, 0.1647, -0.0889)  0.05
H (-0.1649, 1.8371, -5.1331)  0.00
H (-3.5791, -3.7920, -2.4256)  0.00
C (2.1731, 1.0249, 4.3629)  -0.01
H (2.9657, 4.6977, 3.4516)  0.00
H (3.5349, 1.2910, 6.0025)  0.00
C (2.0163, 1.9396, -2.4342)  0.02
H (1.4470, 1.0960, -5.0377)  0.00
H (-0.5650, 2.6091, -1.5107)  -0.01
C (2.7434, 3.6686, 3.6994)  -0.01
H (-0.5618, -5.7935, -0.7455)  0.00
Fe (1.2771, -1.9026, -2.5713)  2.04
H (-1.3384, 2.6351, -3.1009)  0.00
C (-2.0973, 0.7368, 3.5618)  -0.04
H (4.0460, 3.6442, 5.4214)  0.00
O (4.0795, -0.7275, -2.4703)  0.00
C (1.9919, -3.5449, -1.9817)  -0.03
S (0.3781, 0.5383, 2.3938)  -0.03
C (-1.2565, -5.0569, -3.0644)  0.01
C (-3.6293, 2.5998, 3.3960)  0.22
H (-3.2281, -3.3798, -0.7334)  0.00
H (-1.8738, -0.2523, 3.9424)  0.00
H (-1.4052, -4.6472, 0.3013)  0.00
C (3.0686, 1.7536, 5.1415)  0.01
H (2.0775, 2.9567, -2.0282)  0.00
H (0.7987, 1.8531, 0.5070)  0.00
H (-0.1975, -5.0651, -3.3324)  0.00
H (-1.5703, -6.0873, -2.8584)  0.00
C (1.5512, 1.6052, 3.2457)  0.07
H (-4.0330, 0.7985, 4.5040)  0.00
H (2.1610, 1.2428, -1.6068)  -0.01
C (-0.3845, 2.7494, -2.5788)  0.02
O (-0.1911, -2.5099, 1.8767)  0.18
C (0.8088, 1.8898, -4.6384)  0.04
I (1.4782, -2.5257, -5.2321)  1.08
C (-1.5226, -4.2073, -1.8167)  -0.02
S (-0.1010, 0.0649, -2.8985)  0.67
H (2.8299, 1.8198, -3.1518)  0.00
C (-1.4844, 2.6879, 2.2631)  0.13
C (3.3556, 3.0784, 4.8103)  0.05
H (1.3819, 3.4208, 2.0675)  0.00
H (-0.8019, 3.2308, 1.6296)  0.00
C (-1.1671, 1.4086, 2.7521)  0.30
H (-4.5792, 3.0568, 3.6441)  0.00
C (-3.0290, -4.1001, -1.5325)  0.00
Ce (-0.2817, -0.8482, -0.6679)  0.88
C (-0.1753, -1.9140, 0.8927)  0.18
H (0.1622, -4.2146, -0.4219)  0.00
H (1.2666, 2.8585, -4.8717)  0.02
C (-2.7126, 3.2789, 2.5886)  0.02